1.
# C30H70AlFeN10O14P

C30H70AlFeN10O14P as an isolated structure in a non-equilibrium geometry (ωB97M-V with the def2-TZVPD basis set, the OMol25 dataset).

```
127
C30H70AlFeN10O14P ωB97M-V with the def2-TZVPD basis set
Fe -8.55 17.20 21.08
Al -4.12 16.36 23.06
P -7.28 17.78 22.92
O -7.68 18.91 21.98
O -6.75 16.80 21.81
O -8.66 17.01 23.08
O -6.18 17.89 24.01
C -12.06 16.47 23.20
O -12.55 15.55 22.55
N -12.79 17.55 23.65
C -14.14 17.70 23.25
C -12.35 18.45 24.73
H -11.06 16.41 23.65
H -14.62 17.00 23.93
H -14.27 17.49 22.19
H -14.39 18.75 23.38
H -12.83 18.28 25.69
H -11.27 18.47 24.88
H -12.61 19.48 24.51
C -7.39 14.20 24.01
O -6.18 13.86 23.79
N -8.13 13.76 25.04
C -9.48 14.31 25.33
C -7.67 12.73 25.96
H -7.88 15.01 23.45
H -9.43 14.79 26.31
H -10.13 13.43 25.41
H -9.82 15.04 24.60
H -6.61 12.54 25.79
H -7.86 13.03 26.99
H -8.20 11.80 25.80
C -10.24 14.26 20.95
O -9.57 15.34 20.87
N -9.67 13.05 21.02
C -8.27 12.84 21.28
C -10.47 11.87 21.20
H -11.33 14.15 20.81
H -8.11 12.39 22.25
H -7.69 13.76 21.23
H -7.94 12.17 20.49
H -10.58 11.59 22.25
H -11.41 11.99 20.67
H -9.91 11.10 20.67
C -4.54 20.45 22.97
O -3.87 19.36 22.79
N -3.94 21.63 23.16
C -4.68 22.90 23.19
C -2.50 21.67 23.55
H -5.63 20.48 23.07
H -4.73 23.29 24.20
H -5.73 22.84 22.89
H -4.20 23.63 22.54
H -2.32 21.91 24.60
H -1.92 20.79 23.29
H -2.13 22.52 22.99
C -7.37 20.87 25.50
O -7.17 22.04 25.24
N -8.49 20.31 25.98
C -8.63 18.83 25.90
C -9.66 21.05 26.42
H -6.57 20.13 25.37
H -7.82 18.12 25.72
H -9.26 18.56 25.05
H -9.21 18.66 26.80
H -9.95 20.79 27.44
H -9.62 22.14 26.54
H -10.58 20.84 25.89
C -4.61 18.02 19.43
O -3.95 17.44 20.30
N -4.14 18.50 18.34
C -4.89 19.38 17.46
C -2.73 18.41 18.01
H -5.70 18.11 19.57
H -5.30 18.75 16.67
H -4.48 20.30 17.05
H -5.79 19.74 17.97
H -2.10 18.01 18.80
H -2.66 17.88 17.07
H -2.33 19.41 17.82
C -6.06 21.72 19.98
O -5.23 22.66 20.00
N -7.17 21.86 19.22
C -8.27 20.95 19.46
C -7.30 22.94 18.21
H -6.03 20.86 20.67
H -9.18 21.34 19.90
H -8.00 20.13 20.13
H -8.61 20.69 18.45
H -7.42 22.54 17.20
H -8.22 23.48 18.45
H -6.54 23.72 18.25
C -5.83 16.00 26.54
O -4.80 15.73 25.89
N -6.26 15.26 27.60
C -5.59 14.07 28.06
C -7.23 15.93 28.53
H -6.33 16.98 26.44
H -6.37 13.37 28.38
H -5.11 14.39 28.98
H -4.89 13.60 27.37
H -8.04 16.44 28.01
H -7.71 15.16 29.13
H -6.71 16.52 29.30
C -1.46 18.39 25.77
O -2.12 17.64 25.05
N -2.05 19.44 26.42
C -1.32 20.43 27.16
C -3.50 19.68 26.39
H -0.38 18.28 25.94
H -0.23 20.44 27.07
H -1.49 20.08 28.18
H -1.66 21.46 27.04
H -3.92 19.54 27.39
H -3.74 20.70 26.09
H -4.08 18.97 25.80
C -10.61 19.16 21.72
O -10.48 18.12 21.07
N -11.48 20.14 21.47
C -11.55 21.28 22.31
C -12.64 19.93 20.55
H -10.02 19.39 22.62
H -12.55 21.18 22.73
H -11.43 22.28 21.89
H -10.80 21.33 23.10
H -13.39 19.25 20.95
H -13.17 20.86 20.34
H -12.23 19.38 19.70
```

Properties
Multiplicity: 5
Total charge: +2
Frontier orbital gap (alpha / beta) in eV: 4.8 / 3.8
Strongest force on any atom in hartree/bohr: 0.089

Results of the Löwdin charge analysis, in e, for atoms 1 through 99:
1. Fe 0.989
2. Al 1.348
3. P 0.092
4. O -0.312
5. O -0.304
6. O -0.353
7. O -0.350
8. C -0.318
9. O 0.018
10. N -0.192
11. C -0.053
12. C -0.044
13. H 0.104
14. H 0.114
15. H 0.092
16. H 0.091
17. H 0.099
18. H 0.054
19. H 0.070
20. C -0.311
21. O -0.074
22. N -0.158
23. C 0.000
24. C -0.032
25. H 0.101
26. H 0.083
27. H 0.098
28. H 0.061
29. H 0.094
30. H 0.074
31. H 0.101
32. C -0.208
33. O -0.086
34. N -0.175
35. C -0.023
36. C -0.030
37. H 0.147
38. H 0.094
39. H 0.085
40. H 0.109
41. H 0.105
42. H 0.105
43. H 0.102
44. C -0.260
45. O -0.069
46. N -0.125
47. C -0.040
48. C 0.002
49. H 0.122
50. H 0.092
51. H 0.084
52. H 0.095
53. H 0.077
54. H 0.094
55. H 0.094
56. C -0.355
57. O 0.025
58. N -0.147
59. C -0.043
60. C -0.042
61. H 0.116
62. H 0.044
63. H 0.042
64. H 0.092
65. H 0.090
66. H 0.101
67. H 0.070
68. C -0.336
69. O -0.072
70. N -0.158
71. C -0.025
72. C -0.011
73. H 0.132
74. H 0.101
75. H 0.110
76. H 0.065
77. H 0.098
78. H 0.106
79. H 0.099
80. C -0.299
81. O -0.032
82. N -0.184
83. C -0.069
84. C -0.009
85. H 0.116
86. H 0.079
87. H 0.045
88. H 0.092
89. H 0.090
90. H 0.090
91. H 0.091
92. C -0.287
93. O -0.057
94. N -0.165
95. C -0.042
96. C -0.018
97. H 0.114
98. H 0.077
99. H 0.103


2.
# C30H70B6F24N7O3

A 11-piece molecular cluster, C30H70B6F24N7O3 overall in a non-equilibrium geometry (ωB97M-V with the def2-TZVPD basis set, the OMol25 dataset).

```
140
C30H70B6F24N7O3 ωB97M-V with the def2-TZVPD basis set
C 1.10 0.46 6.11
N -0.25 0.59 5.54
C -0.60 -0.68 4.77
C -1.19 0.71 6.64
C -0.29 1.81 4.51
C -0.48 3.18 5.13
O 0.79 3.73 5.70
H 1.24 1.25 6.88
H 1.84 0.71 5.30
H 1.30 -0.54 6.50
H -0.54 -1.51 5.57
H 0.16 -0.83 3.94
H -1.62 -0.57 4.39
H -2.13 0.83 6.25
H -0.93 1.65 7.22
H -1.11 -0.15 7.33
H -1.16 1.54 3.91
H 0.62 1.70 3.91
H -1.22 3.09 5.89
H -0.94 3.73 4.31
H 1.49 3.64 5.06
C -0.36 -2.39 -1.05
N -1.17 -1.42 -0.11
C -0.21 -0.57 0.79
C -2.00 -0.54 -0.89
C -2.09 -2.15 0.80
C -1.55 -3.03 1.95
O -0.73 -3.90 1.30
H -1.04 -3.08 -1.48
H 0.35 -2.93 -0.42
H 0.02 -1.83 -1.87
H -0.87 -0.01 1.42
H 0.30 0.18 0.15
H 0.53 -1.28 1.24
H -1.42 -0.11 -1.72
H -2.33 0.37 -0.38
H -2.80 -1.11 -1.37
H -2.82 -2.80 0.28
H -2.78 -1.35 1.15
H -2.35 -3.56 2.42
H -1.02 -2.48 2.67
H -0.30 -4.49 1.96
C 1.44 -0.73 -6.72
C 1.05 -0.18 -5.35
N -0.04 -0.98 -4.74
C -1.40 -0.56 -4.77
C -2.16 -1.62 -4.52
N -1.29 -2.70 -4.38
C -0.03 -2.30 -4.53
C -1.60 -4.17 -4.29
H 2.18 -1.55 -6.66
H 1.81 0.08 -7.39
H 0.38 -0.96 -7.13
H 0.69 0.82 -5.50
H 1.92 -0.23 -4.76
H -1.71 0.46 -4.98
H -3.22 -1.74 -4.69
H 0.84 -2.97 -4.50
H -1.85 -4.57 -5.24
H -2.40 -4.26 -3.50
H -0.68 -4.61 -3.88
C -6.74 1.45 -0.51
C -5.53 1.40 -1.44
N -4.47 2.18 -0.87
C -3.82 3.13 -1.56
C -2.97 3.77 -0.74
N -3.00 3.11 0.44
C -3.97 2.13 0.34
C -2.20 3.32 1.63
H -7.56 0.87 -0.89
H -7.17 2.45 -0.36
H -6.41 1.03 0.42
H -5.77 1.73 -2.48
H -5.33 0.36 -1.54
H -4.07 3.26 -2.59
H -2.34 4.62 -0.91
H -4.25 1.45 1.12
H -2.74 3.34 2.61
H -1.67 4.28 1.41
H -1.37 2.58 1.57
C 5.56 -2.14 -1.46
C 4.46 -1.76 -0.54
N 4.52 -0.23 -0.25
C 3.23 -0.06 0.46
C 5.61 0.12 0.69
C 5.46 1.44 1.39
C 4.73 0.65 -1.47
C 3.59 0.61 -2.45
O 2.47 1.31 -1.89
C 2.44 2.68 -2.23
H 6.47 -1.82 -1.04
H 5.39 -1.73 -2.40
H 5.70 -3.24 -1.70
H 4.43 -2.25 0.40
H 3.48 -1.83 -1.02
H 3.07 1.05 0.64
H 3.32 -0.73 1.36
H 2.44 -0.36 -0.21
H 6.56 0.17 0.18
H 5.64 -0.69 1.35
H 4.69 1.43 2.15
H 5.17 2.23 0.79
H 6.33 1.76 1.96
H 5.64 0.31 -1.96
H 4.88 1.65 -1.09
H 3.29 -0.43 -2.62
H 3.85 1.07 -3.42
H 1.51 3.08 -1.80
H 2.41 2.86 -3.30
H 3.24 3.25 -1.76
B 1.65 3.43 2.19
F 2.26 3.14 3.54
F 2.64 3.82 1.37
F 1.08 2.16 1.82
F 0.70 4.39 2.43
B -3.97 0.92 3.97
F -4.13 -0.05 5.01
F -3.13 0.37 2.86
F -5.15 1.28 3.27
F -3.23 2.02 4.46
B 3.01 -3.39 -3.88
F 4.29 -3.89 -3.92
F 2.93 -2.25 -4.63
F 2.11 -4.29 -4.48
F 2.42 -3.09 -2.54
B 2.52 -2.05 3.63
F 2.38 -2.45 4.99
F 2.26 -0.63 3.39
F 3.87 -2.17 3.21
F 1.71 -2.83 2.85
B -4.98 -3.02 -2.13
F -4.87 -1.61 -1.72
F -4.73 -3.16 -3.47
F -3.77 -3.57 -1.42
F -6.13 -3.65 -1.67
B -1.06 2.54 -3.53
F -2.42 2.38 -3.96
F -0.96 3.64 -2.72
F -0.61 1.39 -2.85
F -0.28 2.63 -4.65
```

Properties
Multiplicity: 1
Total charge: -1
Frontier orbital gap in eV: 10.2
Strongest force on any atom in hartree/bohr: 0.073

Results of the Löwdin charge analysis, in e, for atoms 1 through 99:
1. C -0.017
2. N -0.332
3. C 0.023
4. C -0.033
5. C -0.056
6. C -0.161
7. O -0.065
8. H 0.110
9. H 0.118
10. H 0.102
11. H 0.141
12. H 0.102
13. H 0.079
14. H 0.057
15. H 0.132
16. H 0.123
17. H 0.095
18. H 0.105
19. H 0.094
20. H 0.106
21. H 0.028
22. C 0.068
23. N -0.278
24. C 0.066
25. C -0.031
26. C -0.105
27. C -0.235
28. O -0.057
29. H 0.082
30. H 0.101
31. H 0.072
32. H 0.077
33. H 0.106
34. H 0.111
35. H 0.093
36. H 0.099
37. H 0.098
38. H 0.126
39. H 0.132
40. H 0.126
41. H 0.075
42. H 0.127
43. C -0.061
44. C -0.169
45. N 0.012
46. C -0.004
47. C -0.006
48. N -0.057
49. C -0.035
50. C 0.049
51. H 0.073
52. H 0.080
53. H 0.112
54. H 0.107
55. H 0.082
56. H 0.121
57. H 0.135
58. H 0.132
59. H 0.083
60. H 0.099
61. H 0.096
62. C -0.052
63. C -0.152
64. N -0.043
65. C -0.034
66. C -0.012
67. N -0.056
68. C -0.003
69. C 0.019
70. H 0.080
71. H 0.085
72. H 0.069
73. H 0.148
74. H 0.089
75. H 0.133
76. H 0.142
77. H 0.138
78. H 0.109
79. H 0.106
80. H 0.100
81. C -0.047
82. C -0.122
83. N -0.246
84. C 0.002
85. C -0.168
86. C -0.045
87. C -0.078
88. C -0.173
89. O -0.203
90. C -0.079
91. H 0.061
92. H 0.053
93. H 0.122
94. H 0.125
95. H 0.105
96. H 0.128
97. H 0.114
98. H 0.082
99. H 0.127


3.
# C30H70F6N2O13SSi2

C30H70F6N2O13SSi2 as an isolated structure in a non-equilibrium geometry (ωB97M-V with the def2-TZVPD basis set, the OMol25 dataset).

```
124
C30H70F6N2O13SSi2 ωB97M-V with the def2-TZVPD basis set
C 1.47 -4.22 0.74
C 0.76 -4.24 -0.59
N 0.59 -2.88 -1.16
Si 0.91 -2.77 -2.87
N 0.19 -4.08 -3.75
C 2.78 -2.86 -3.09
C 3.54 -2.14 -1.95
C 4.63 -1.23 -2.49
C 5.67 -0.87 -1.44
C 5.05 -0.16 -0.25
O 4.26 0.93 -0.70
C 3.17 1.19 0.16
O 0.46 -1.29 -3.51
Si -1.09 -0.96 -3.84
F -1.16 0.56 -4.17
C -2.28 -1.24 -2.44
C -1.88 -0.32 -1.27
O -2.98 0.06 -0.49
C -3.57 -1.01 0.26
C -4.90 -1.40 -0.35
S -1.84 -1.93 -5.71
O -0.84 -2.69 -6.40
O -2.39 -0.86 -6.50
C -3.34 -3.02 -5.37
F -4.22 -2.38 -4.59
F -3.88 -3.19 -6.59
C -3.06 -4.43 -4.82
F -2.66 -4.38 -3.53
F -4.24 -5.11 -4.85
F -2.17 -5.10 -5.57
H 2.48 -3.87 0.59
H 0.95 -3.62 1.48
H 1.53 -5.24 1.11
H 1.32 -4.89 -1.26
H -0.22 -4.71 -0.50
H -0.34 -2.58 -0.92
H 0.80 -4.44 -4.46
H -0.14 -4.83 -3.15
H 3.00 -2.31 -4.00
H 3.12 -3.89 -3.16
H 4.01 -2.85 -1.27
H 2.86 -1.51 -1.39
H 4.23 -0.31 -2.91
H 5.17 -1.72 -3.30
H 6.13 -1.78 -1.06
H 6.47 -0.26 -1.86
H 5.84 0.22 0.41
H 4.45 -0.87 0.32
H 2.96 2.25 0.21
H 3.39 0.85 1.17
H 2.27 0.68 -0.18
H -2.36 -2.29 -2.14
H -3.25 -0.88 -2.77
H -1.48 0.60 -1.66
H -1.10 -0.77 -0.65
H -3.74 -0.69 1.28
H -2.87 -1.84 0.26
H -4.75 -1.96 -1.26
H -5.45 -0.48 -0.53
H -5.46 -2.03 0.34
C -6.42 2.91 0.46
O -6.78 1.93 -0.50
C -8.18 1.84 -0.70
C -8.61 2.53 -1.97
O -8.43 3.93 -1.89
C -7.28 4.39 -2.58
H -5.34 3.05 0.41
H -6.91 3.87 0.26
H -6.68 2.57 1.47
H -8.72 2.24 0.16
H -8.42 0.77 -0.78
H -9.68 2.35 -2.13
H -8.07 2.12 -2.83
H -7.43 4.32 -3.66
H -6.39 3.81 -2.30
H -7.12 5.43 -2.31
C 7.91 4.85 -0.44
O 7.56 3.77 -1.28
C 6.16 3.57 -1.38
C 5.61 4.13 -2.67
O 5.70 5.54 -2.73
C 6.77 6.00 -3.52
H 8.98 5.05 -0.57
H 7.35 5.76 -0.69
H 7.73 4.59 0.61
H 5.64 4.02 -0.53
H 5.98 2.50 -1.35
H 4.54 3.87 -2.74
H 6.12 3.67 -3.53
H 6.56 5.84 -4.58
H 7.71 5.51 -3.26
H 6.87 7.08 -3.35
C 3.59 3.67 6.49
O 4.85 3.04 6.57
C 4.78 1.63 6.51
C 5.16 1.10 5.14
O 4.20 1.48 4.16
C 4.63 2.56 3.35
H 3.76 4.74 6.35
H 3.00 3.29 5.65
H 3.03 3.52 7.42
H 3.79 1.28 6.79
H 5.50 1.24 7.24
H 5.18 0.01 5.17
H 6.16 1.45 4.86
H 5.42 2.24 2.67
H 4.99 3.40 3.96
H 3.77 2.89 2.77
C -4.03 -3.19 7.05
O -5.35 -3.06 6.54
C -5.59 -1.80 5.94
C -5.54 -1.89 4.43
O -4.24 -2.18 3.96
C -4.09 -3.54 3.58
H -3.89 -4.24 7.31
H -3.28 -2.91 6.31
H -3.90 -2.58 7.95
H -4.87 -1.05 6.29
H -6.59 -1.48 6.24
H -5.83 -0.91 4.01
H -6.26 -2.63 4.07
H -4.63 -3.74 2.65
H -4.44 -4.22 4.36
H -3.03 -3.73 3.41
```

Properties
Multiplicity: 1
Total charge: 0
Energy relative to the best compared isomer or geometry (same formula, charge and spin) in kJ/mol: 0.0
Frontier orbital gap in eV: 9.3
Strongest force on any atom in hartree/bohr: 0.037

Results of the Löwdin charge analysis, in e, for atoms 1 through 99:
1. C -0.087
2. C -0.325
3. N -0.057
4. Si 0.302
5. N -0.002
6. C -0.195
7. C -0.254
8. C -0.216
9. C -0.179
10. C -0.246
11. O -0.207
12. C -0.093
13. O -0.169
14. Si 0.328
15. F -0.042
16. C -0.186
17. C -0.268
18. O -0.135
19. C -0.248
20. C -0.051
21. S 0.674
22. O -0.320
23. O -0.314
24. C -0.491
25. F 0.121
26. F 0.123
27. C -0.539
28. F 0.136
29. F 0.152
30. F 0.172
31. H 0.061
32. H 0.072
33. H 0.072
34. H 0.095
35. H 0.107
36. H 0.042
37. H 0.054
38. H 0.035
39. H 0.077
40. H 0.075
41. H 0.107
42. H 0.079
43. H 0.116
44. H 0.111
45. H 0.115
46. H 0.109
47. H 0.122
48. H 0.113
49. H 0.084
50. H 0.076
51. H 0.082
52. H 0.071
53. H 0.093
54. H 0.117
55. H 0.108
56. H 0.112
57. H 0.110
58. H 0.061
59. H 0.069
60. H 0.070
61. C -0.106
62. O -0.203
63. C -0.206
64. C -0.207
65. O -0.190
66. C -0.109
67. H 0.090
68. H 0.085
69. H 0.087
70. H 0.126
71. H 0.124
72. H 0.125
73. H 0.127
74. H 0.089
75. H 0.084
76. H 0.089
77. C -0.115
78. O -0.189
79. C -0.198
80. C -0.197
81. O -0.190
82. C -0.115
83. H 0.088
84. H 0.084
85. H 0.085
86. H 0.127
87. H 0.106
88. H 0.127
89. H 0.128
90. H 0.088
91. H 0.083
92. H 0.088
93. C -0.111
94. O -0.189
95. C -0.207
96. C -0.206
97. O -0.193
98. C -0.114
99. H 0.089